DFT (the ωB97M-V functional and the def2-TZVPD basis) results for 14 unconnected molecules or ions with the total composition C5H38N2O14 in a non-equilibrium geometry.

As for the energy above the lowest of the compared OMol25 structures with the same formula, charge and spin: 175.30 kcal per mole. Its largest force on an atom is 5.66 eV Å⁻¹. The total energy comes out at -37443.763 eV. As for the charge: 0.

XYZ file:
```
59
C5H38N2O14, DFT the ωB97M-V functional and the def2-TZVPD basis
C 1.6327 -1.6415 0.3830
N 0.6118 -2.1609 -0.4597
C 0.2761 -1.4011 -1.5876
O 0.7100 -0.2919 -1.7012
C 0.9610 -1.2958 1.7240
C 1.9204 -0.5985 2.6561
N -0.1597 -0.3688 1.4644
C -0.7747 0.3967 2.6094
H 2.1879 -0.6791 0.0179
H 2.4447 -2.4339 0.6108
H 0.0281 -3.0653 -0.2780
H -0.4084 -1.8930 -2.3150
H 0.4965 -2.2664 2.2038
H 1.9369 0.5594 2.4779
H 1.6046 -0.4231 3.7477
H 2.9773 -0.9368 2.5717
H 0.1776 0.4461 0.8651
H -1.8497 0.7955 2.6106
H -0.4181 1.4789 2.6566
H -0.3558 0.3017 3.6338
H -1.7982 1.9002 -3.4751
H -1.1855 0.5462 -3.1054
O -1.9046 0.9365 -3.7037
H -3.1379 -2.3105 -0.4236
H -1.6919 -1.7293 0.1022
O -2.4381 -2.3574 0.3209
H -3.5651 -1.3225 1.4678
H -4.0778 -0.2818 2.4750
O -4.1306 -0.5680 1.6139
H -0.6268 2.9400 -1.5789
H -2.1218 3.3606 -1.7669
O -1.2817 3.1531 -2.2816
H 3.2869 -2.6565 -1.4298
H 4.6404 -1.9875 -1.1196
O 3.6985 -1.9732 -0.8969
H 3.7001 1.6948 -1.0165
H 3.2603 0.2174 -0.6461
O 3.2610 1.0799 -0.2375
H 2.1719 2.2710 1.4860
H 1.9120 3.7085 1.0522
O 1.7427 3.0172 1.6854
H 0.6544 1.3219 -1.2060
H 1.6872 2.3252 -0.8176
O 0.7648 2.1785 -0.7556
H -1.4890 -4.7842 -0.0071
H -1.1088 -3.9792 1.0635
O -0.7783 -4.3119 0.2672
H 2.4260 0.1340 -2.3303
H 2.3161 1.2745 -3.3691
O 2.9003 0.9615 -2.6536
H -0.2864 2.8465 0.6696
H -1.6372 2.3010 1.0393
O -1.0669 3.0795 1.0661
H -2.2870 0.1207 -1.1227
H -2.5641 -0.3365 -2.4654
O -2.2100 -0.7276 -1.7188
H -4.1274 1.7194 -0.5082
H -3.5171 0.4985 0.6001
O -3.3895 1.2164 -0.1646
```